Entry 1:
The following is a DFT calculation (the ωB97M-V functional and the def2-TZVPD basis) of C5H14N2 in the gas phase in a non-equilibrium geometry.

Calculated values
**HOMO energy**: -7.83 eV
**HOMO-LUMO gap**: 8.896 eV
**ΔE to the lowest compared entry with this formula, charge and spin**: 1.729 eV
**Strongest force on any atom**: 1.11 eV Å⁻¹
**SMILES**: CNCCN(C)C

ORCA input file:
```
! RIJCOSX wB97M-V def2-TZVPD def2/J DEFGRID3
* xyz 0 1
C 1.677 2.514 -0.482
N 1.551 1.222 -1.114
C 0.322 0.513 -0.873
C 0.052 0.132 0.588
N -1.026 -0.871 0.820
C -1.955 -1.056 -0.296
C -0.530 -2.170 1.270
H 2.185 2.514 0.486
H 2.094 3.266 -1.144
H 0.690 2.875 -0.190
H 2.371 0.640 -1.088
H -0.521 1.092 -1.252
H 0.290 -0.420 -1.447
H -0.309 0.988 1.154
H 0.964 -0.214 1.085
H -2.499 -0.159 -0.560
H -2.681 -1.809 0.021
H -1.459 -1.496 -1.166
H -0.680 -2.952 0.515
H 0.532 -2.120 1.502
H -1.066 -2.487 2.169
*
```



Entry 2:
The following is a DFT calculation (the ωB97M-V functional and the def2-TZVPD basis) of 2 unconnected molecules or ions with the total composition C5H12O in a non-equilibrium geometry.

Calculated values
**HOMO energy**: -8.17 eV
**HOMO-LUMO gap**: 9.158 eV
**ΔE to the lowest compared entry with this formula, charge and spin**: 2.063 eV
**Strongest force on any atom**: 1.00 eV Å⁻¹
**SMILES**: C/C=C/C.CO

ORCA input file:
```
! RIJCOSX wB97M-V def2-TZVPD def2/J DEFGRID3
* xyz 0 1
C -1.496 1.530 0.313
C -0.418 0.604 0.792
C 0.832 0.626 0.338
C 1.927 -0.224 0.918
H -1.649 2.321 1.054
H -1.218 2.002 -0.638
H -2.468 1.039 0.167
H -0.657 -0.089 1.597
H 1.126 1.346 -0.423
H 2.783 -0.392 0.251
H 1.556 -1.201 1.253
H 2.301 0.310 1.795
C -0.789 -1.371 -1.135
O 0.379 -0.635 -1.527
H -0.800 -1.851 -0.136
H -1.671 -0.710 -1.154
H -0.919 -2.131 -1.895
H 1.181 -1.175 -1.569
*
```



Entry 3:
The following is a DFT calculation (the ωB97M-V functional and the def2-TZVPD basis) of a molecular structure, C10H13CeN2O6 in a non-equilibrium geometry.

Calculated values
**HOMO energy (alpha / beta)**: -15.86 / -15.84 eV
**HOMO-LUMO gap (alpha / beta)**: 6.897 / 6.935 eV
**Expectation value of S²**: 0.751
**Strongest force on any atom**: 7.80 eV Å⁻¹

ORCA input file:
```
! RIJCOSX wB97M-V def2-TZVPD def2/J DEFGRID3
* xyz 2 2
O 0.166 4.196 -5.423
C 0.216 3.242 -6.055
Ce 0.097 0.190 -2.055
O 0.036 3.783 -2.028
C 0.079 2.599 -2.037
C 0.676 -2.928 -3.927
O 0.305 -3.755 -3.218
C 2.255 1.092 -2.844
O 3.002 1.677 -3.518
C -2.068 1.012 -3.038
O -2.704 1.586 -3.832
H 0.089 1.983 -3.131
C -2.315 0.095 0.954
N -1.212 -0.342 1.816
C -1.413 -0.110 3.251
C -0.074 -0.734 1.235
O 0.048 -0.610 -0.085
N 1.011 -1.154 1.940
C 0.995 -1.547 3.350
C 2.264 -1.393 1.233
H -3.181 0.317 1.589
H -2.582 -0.697 0.248
H -2.051 0.998 0.377
H -1.512 -1.063 3.801
H -0.601 0.500 3.694
H -2.353 0.445 3.374
H 0.140 -2.204 3.572
H 1.906 -2.129 3.549
H 0.997 -0.682 4.037
H 2.162 -2.196 0.497
H 2.598 -0.492 0.709
H 3.026 -1.681 1.967
*
```



Entry 4:
The following is a DFT calculation (the ωB97M-V functional and the def2-TZVPD basis) of C6H14O2 in the gas phase in a non-equilibrium geometry.

Calculated values
**HOMO energy**: -9.54 eV
**HOMO-LUMO gap**: 10.330 eV
**ΔE to the lowest compared entry with this formula, charge and spin**: 1.504 eV
**Strongest force on any atom**: 1.16 eV Å⁻¹
**SMILES**: COC(C)(C)CCO

ORCA input file:
```
! RIJCOSX wB97M-V def2-TZVPD def2/J DEFGRID3
* xyz 0 1
C -2.382 0.994 0.181
O -1.115 1.211 0.775
C 0.025 0.485 0.252
C 0.963 0.424 1.467
C 0.657 1.344 -0.850
C -0.351 -0.929 -0.252
C 0.724 -1.907 -0.737
O 2.053 -1.439 -0.641
H -2.340 1.033 -0.910
H -3.060 1.779 0.530
H -2.789 0.037 0.521
H 1.979 0.113 1.219
H 1.032 1.404 1.955
H 0.563 -0.264 2.222
H 0.015 1.387 -1.736
H 0.789 2.379 -0.512
H 1.637 0.970 -1.161
H -0.937 -1.436 0.527
H -1.066 -0.832 -1.081
H 0.645 -2.851 -0.185
H 0.542 -2.151 -1.789
H 2.415 -1.751 0.204
*
```



Entry 5:
The following is a DFT calculation (the ωB97M-V functional and the def2-TZVPD basis) of a molecular structure, C42H28BrF5NO4STeZn.

Calculated values
**HOMO energy**: -5.30 eV
**HOMO-LUMO gap**: 7.318 eV
**Strongest force on any atom**: 0.48 eV Å⁻¹

ORCA input file:
```
! RIJCOSX wB97M-V def2-TZVPD def2/J DEFGRID3
* xyz -1 1
Zn -0.946 -0.897 -0.688
C 3.116 1.651 4.545
C 2.078 0.977 3.678
C 0.762 0.818 4.089
C -0.185 0.190 3.298
C -1.554 0.034 3.867
O -1.963 0.782 4.735
C -2.405 -1.107 3.400
C -1.919 -2.409 3.412
C -2.726 -3.454 2.994
C -4.016 -3.203 2.545
C -4.500 -1.903 2.532
C -3.704 -0.861 2.980
C 0.132 -0.228 1.964
O -0.791 -0.686 1.215
C 1.505 -0.100 1.550
C 2.424 0.478 2.434
C 1.981 -0.597 0.247
N 1.217 -0.841 -0.762
C 1.809 -1.343 -2.014
C 2.476 -0.287 -2.899
Te 1.304 1.461 -3.352
C 2.121 2.559 -1.722
C 1.412 2.729 -0.537
C 1.990 3.405 0.532
C 3.275 3.917 0.422
C 3.983 3.759 -0.764
C 3.407 3.087 -1.834
C 3.461 -0.865 0.158
C 3.943 -2.148 0.385
C 5.305 -2.406 0.316
C 6.197 -1.379 0.040
C 5.720 -0.093 -0.179
C 4.356 0.161 -0.130
H 2.669 2.033 5.463
H 3.578 2.488 4.016
H 3.913 0.956 4.820
H 0.444 1.177 5.062
H -0.899 -2.598 3.729
H -2.341 -4.466 2.991
H -4.634 -4.018 2.193
H -5.494 -1.699 2.154
H -4.071 0.159 2.973
H 3.459 0.572 2.134
H 1.001 -1.829 -2.559
H 2.565 -2.103 -1.805
H 2.747 -0.744 -3.851
H 3.384 0.093 -2.433
H 0.419 2.302 -0.445
H 1.432 3.518 1.454
H 3.728 4.431 1.261
H 4.988 4.156 -0.852
H 3.959 2.961 -2.757
H 3.248 -2.948 0.616
H 5.672 -3.413 0.475
H 7.260 -1.577 -0.006
H 6.409 0.716 -0.388
H 3.979 1.161 -0.311
F -3.432 -3.936 -6.598
C -2.941 -3.750 -5.366
C -2.415 -2.529 -4.995
F -2.392 -1.524 -5.882
C -1.906 -2.349 -3.724
F -1.395 -1.143 -3.433
C -1.889 -3.358 -2.760
S -1.222 -3.198 -1.166
C -2.441 -4.575 -3.174
F -2.488 -5.604 -2.320
C -2.949 -4.777 -4.441
F -3.455 -5.970 -4.784
Br -6.122 6.039 -0.814
C -5.104 4.431 -0.808
C -3.816 4.450 -1.315
C -3.084 3.272 -1.322
C -3.644 2.089 -0.851
C -4.937 2.097 -0.347
C -5.674 3.271 -0.313
C -2.857 0.808 -0.879
O -3.396 -0.258 -0.568
O -1.623 0.905 -1.226
H -3.394 5.365 -1.709
H -2.069 3.257 -1.696
H -5.359 1.166 0.011
H -6.676 3.291 0.094
*
```



Entry 6:
The following is a DFT calculation (the ωB97M-V functional and the def2-TZVPD basis) of a molecular structure, C48H49BrCl3GeMoN6O5SSi in a non-equilibrium geometry.

Calculated values
**HOMO energy (alpha / beta)**: -10.23 / -10.34 eV
**HOMO-LUMO gap (alpha / beta)**: 6.558 / 6.866 eV
**ΔE to the lowest compared entry with this formula, charge and spin**: 0.150 eV
**Expectation value of S²**: 2.070
**Strongest force on any atom**: 3.10 eV Å⁻¹

ORCA input file:
```
! RIJCOSX wB97M-V def2-TZVPD def2/J DEFGRID3
* xyz 1 3
Mo 0.963 -1.273 -0.663
O 5.561 3.127 0.574
C 4.606 2.228 0.327
C 4.803 1.052 -0.385
C 3.728 0.233 -0.599
N 2.469 0.462 -0.177
C 2.316 1.580 0.570
Br 0.686 2.016 1.401
C 3.335 2.472 0.824
H 6.411 2.845 0.223
H 5.779 0.773 -0.767
H 3.873 -0.678 -1.139
H 3.152 3.356 1.420
C 1.292 -2.349 -6.002
N 1.811 -1.023 -5.686
C 2.483 -0.214 -6.575
C 2.758 0.929 -5.945
N 2.234 0.841 -4.650
C 1.654 -0.402 -4.489
S 0.866 -1.257 -3.252
C 2.172 1.989 -3.794
C 2.903 3.129 -4.123
C 2.756 4.254 -3.333
C 1.874 4.214 -2.267
C 1.206 3.026 -2.028
N 1.370 1.921 -2.755
H 1.461 -2.536 -7.059
H 0.228 -2.394 -5.782
H 1.795 -3.104 -5.407
H 2.719 -0.519 -7.581
H 3.249 1.802 -6.326
H 3.570 3.149 -4.971
H 3.309 5.155 -3.565
H 1.698 5.076 -1.635
H 0.495 2.950 -1.215
O -2.091 -0.356 -2.161
C -1.683 0.252 -1.202
O -0.509 0.022 -0.587
C -2.522 1.306 -0.522
C -3.420 0.630 0.543
Ge -3.939 1.817 2.019
C -4.943 3.387 1.434
C -4.534 4.154 0.339
C -5.216 5.312 -0.011
C -6.315 5.723 0.733
C -6.736 4.968 1.819
C -6.055 3.808 2.166
C -4.877 0.778 3.378
C -5.347 -0.507 3.105
C -5.915 -1.283 4.108
C -6.021 -0.782 5.398
C -5.564 0.499 5.684
C -4.993 1.271 4.681
C -2.327 2.487 2.935
C -1.865 3.795 2.778
C -0.796 4.271 3.532
C -0.179 3.446 4.464
C -0.618 2.137 4.624
C -1.678 1.661 3.860
H -3.128 1.791 -1.283
H -1.874 2.049 -0.046
H -2.888 -0.213 0.991
H -4.312 0.221 0.064
H -3.676 3.847 -0.251
H -4.891 5.897 -0.863
H -6.843 6.630 0.464
H -7.596 5.282 2.399
H -6.390 3.219 3.014
H -5.264 -0.909 2.100
H -6.272 -2.281 3.883
H -6.454 -1.392 6.182
H -5.648 0.893 6.690
H -4.625 2.266 4.913
H -2.366 4.461 2.081
H -0.459 5.294 3.410
H 0.640 3.823 5.065
H -0.145 1.494 5.359
H -2.029 0.642 4.002
C -2.429 -3.746 -1.400
C -1.528 -2.891 -0.570
O -1.805 -2.505 0.551
O -0.357 -2.631 -1.154
H -3.320 -4.003 -0.836
H -1.894 -4.648 -1.701
H -2.702 -3.198 -2.304
Cl -0.362 -1.641 4.568
C 1.237 -1.491 3.852
Cl 2.079 -0.057 4.468
Cl 2.205 -2.934 4.186
C 1.100 -1.385 2.404
N 1.059 -1.324 1.274
C 4.025 -1.773 -3.192
Si 3.593 -3.102 -1.891
C 5.261 -3.244 -0.993
C 3.030 -4.580 -2.884
N 2.304 -2.802 -0.655
C 2.133 -3.923 0.237
C 0.995 -4.085 1.052
C 0.859 -5.145 1.935
C 1.831 -6.125 2.037
C 2.931 -6.035 1.198
C 3.069 -4.973 0.322
H 5.068 -1.470 -3.063
H 3.420 -0.872 -3.220
H 3.953 -2.244 -4.179
H 5.666 -4.261 -1.009
H 5.166 -2.957 0.058
H 6.010 -2.603 -1.461
H 3.768 -4.863 -3.642
H 2.094 -4.324 -3.384
H 2.834 -5.454 -2.260
H 0.160 -3.413 1.007
H -0.038 -5.203 2.542
H 1.726 -6.945 2.736
H 3.697 -6.801 1.219
H 3.939 -4.994 -0.313
*
```



Entry 7:
The following is a DFT calculation (the ωB97M-V functional and the def2-TZVPD basis) of a molecular structure, C13H20BCoF13N4OS2 in a non-equilibrium geometry.

Calculated values
**HOMO energy (alpha / beta)**: -13.03 / -12.91 eV
**HOMO-LUMO gap (alpha / beta)**: 9.678 / 5.032 eV
**ΔE to the lowest compared entry with this formula, charge and spin**: 1.205 eV
**Expectation value of S²**: 6.014
**Strongest force on any atom**: 4.07 eV Å⁻¹

ORCA input file:
```
! RIJCOSX wB97M-V def2-TZVPD def2/J DEFGRID3
* xyz 1 5
Co -1.635 -0.396 0.163
C -0.020 2.540 4.006
C 0.561 2.210 2.630
N 1.076 0.852 2.580
C 0.319 -0.277 2.634
S -1.398 -0.158 2.539
N 0.942 -1.450 2.776
C 2.333 -1.729 3.091
C 2.679 -1.470 4.549
H -0.475 3.556 4.019
H 0.736 2.505 4.767
H -0.836 1.894 4.245
H 1.422 2.835 2.403
H -0.222 2.283 1.890
H 2.075 0.722 2.706
H 0.253 -2.199 2.822
H 2.938 -1.088 2.419
H 2.525 -2.768 2.850
H 2.379 -0.481 4.875
H 3.757 -1.591 4.703
H 2.162 -2.182 5.206
F -1.385 -3.012 -0.129
C -0.094 -3.274 -0.482
F 0.627 -3.493 0.636
F -0.078 -4.389 -1.236
C 0.436 -1.974 -1.243
O 0.102 -0.814 -0.607
C 2.002 -2.013 -1.360
F 2.439 -0.959 -2.099
F 2.531 -1.886 -0.115
F 2.491 -3.154 -1.932
C -0.205 -1.943 -2.710
F -1.548 -1.776 -2.541
F 0.068 -3.061 -3.434
F 0.272 -0.870 -3.417
F -5.626 -1.470 -0.573
B -4.780 -0.390 -0.360
F -4.742 0.097 1.000
F -4.748 0.543 -1.405
F -3.512 -1.050 -0.490
C -2.259 1.851 -3.827
N -1.007 2.139 -3.142
C 0.259 2.229 -3.909
C 1.348 2.342 -2.851
N 0.601 2.121 -1.639
C -0.735 2.014 -1.815
S -1.854 1.878 -0.544
H -2.629 2.792 -4.279
H -3.028 1.441 -3.149
H -2.058 1.142 -4.617
H 0.201 3.143 -4.520
H 0.400 1.340 -4.559
H 1.820 3.328 -2.798
H 2.111 1.578 -2.987
H 1.010 1.944 -0.740
*
```



Entry 8:
The following is a DFT calculation (the ωB97M-V functional and the def2-TZVPD basis) of 3 unconnected molecules or ions with the total composition CH6N4O2 in a non-equilibrium geometry.

Calculated values
**HOMO energy (alpha / beta)**: -9.71 / -6.51 eV
**HOMO-LUMO gap (alpha / beta)**: 10.307 / 5.377 eV
**ΔE to the lowest compared entry with this formula, charge and spin**: 4.042 eV
**Strongest force on any atom**: 4.63 eV Å⁻¹

ORCA input file:
```
! RIJCOSX wB97M-V def2-TZVPD def2/J DEFGRID3
* xyz 0 1
C -2.057 -0.961 -0.084
N 0.236 1.002 -0.900
N -0.934 1.453 1.029
N 2.915 -1.323 -0.343
N -0.870 1.000 -0.276
O -1.730 -1.119 -1.165
O -2.482 -0.889 0.957
H 1.088 0.918 -0.484
H 0.113 1.116 -1.883
H -1.811 1.061 1.382
H -0.080 1.272 1.588
H 3.614 -1.923 0.062
H 1.998 -1.608 0.117
*
```



| no. | calculated total energy (Ha) |
| --- | --- |
| 1 | -308.3595 |
| 2 | -272.8728 |
| 3 | -1424.2444 |
| 4 | -387.4523 |
| 5 | -7492.0756 |
| 6 | -9350.5313 |
| 7 | -4303.9137 |
| 8 | -411.0400 |